Entry from OMol25: 2 unconnected molecules or ions with the total composition C5H10O3 (wB97M-V/def2-TZVPD).

```
18
Properties=species:S:1:pos:R:3
C -0.018 -0.475 -0.923
C -0.027 0.987 -0.403
C 1.127 -0.838 -1.848
C -0.466 0.657 0.968
C -1.444 0.935 1.791
O -1.245 -0.765 -1.593
O 0.013 -1.152 0.308
O 1.166 0.190 1.879
H -1.757 -1.279 -0.958
H 1.006 -0.656 1.303
H 0.950 -0.008 2.800
H 0.971 1.427 -0.397
H -0.721 1.668 -0.900
H 1.035 -0.306 -2.797
H 1.093 -1.910 -2.044
H 2.085 -0.589 -1.387
H -2.184 1.650 1.448
H -1.587 0.465 2.753
```

Properties
E_LUMO = 0.44 eV
Energy relative to the best compared isomer or geometry (same formula, charge and spin) = 98.8 kcal/mol
Max |F| = 0.4 eV/Å
E = -422.09916 Ha
Kohn-Sham gap = 9.4 eV